# 1
DFT (wB97M-V/def2-TZVPD) results for a structure of composition C24H48O48S12 at a distorted geometry.

Structure (XYZ):
```
132
Properties=species:S:1:pos:R:3
C -25.78 9.94 5.00
C -24.62 9.37 5.90
O -24.38 10.41 6.85
S -25.70 11.31 7.08
O -25.30 12.65 6.98
O -26.44 10.89 8.17
O -26.48 10.91 5.79
H -26.51 9.18 4.72
H -25.30 10.52 4.18
H -23.72 9.12 5.36
H -25.04 8.56 6.47
C -23.52 6.07 12.77
C -22.48 4.95 13.00
O -21.23 5.69 12.87
S -21.39 7.23 13.22
O -21.10 8.05 12.07
O -20.62 7.59 14.40
O -22.96 7.12 13.54
H -24.49 5.86 13.23
H -23.70 6.39 11.72
H -22.47 4.26 12.20
H -22.47 4.55 14.06
C -19.50 17.07 13.52
C -19.31 16.56 12.07
O -20.03 17.50 11.25
S -21.26 18.09 12.00
O -22.35 17.22 11.84
O -21.52 19.45 11.83
O -20.80 17.78 13.51
H -18.72 17.81 13.76
H -19.56 16.31 14.26
H -19.73 15.57 12.01
H -18.26 16.50 11.69
C -21.55 12.41 5.92
C -21.99 13.09 4.63
O -21.63 12.26 3.53
S -21.20 10.78 3.98
O -19.83 10.69 3.66
O -22.20 9.88 3.44
O -21.55 10.98 5.51
H -22.24 12.36 6.77
H -20.55 12.79 6.14
H -21.49 14.01 4.43
H -23.02 13.38 4.58
C -26.50 10.07 11.17
C -27.41 10.55 12.36
O -26.45 10.65 13.50
S -25.23 9.61 13.32
O -25.70 8.33 13.77
O -24.07 10.18 13.87
O -25.17 9.60 11.76
H -26.22 10.76 10.41
H -26.88 9.21 10.69
H -28.37 10.03 12.48
H -27.59 11.59 12.07
C -17.85 11.97 7.64
C -16.88 11.33 8.73
O -17.20 9.90 8.53
S -17.68 9.63 7.07
O -19.06 9.22 7.24
O -16.80 8.82 6.36
O -17.66 11.06 6.51
H -17.52 12.91 7.30
H -18.90 11.96 7.79
H -17.00 11.56 9.76
H -15.81 11.44 8.45
C -22.46 10.45 10.19
C -21.34 10.17 9.12
O -20.95 11.59 8.98
S -20.72 12.12 10.45
O -20.97 13.53 10.41
O -19.44 11.70 11.02
O -21.79 11.28 11.15
H -22.77 9.56 10.74
H -23.28 11.06 9.75
H -21.76 9.82 8.19
H -20.53 9.60 9.47
C -20.90 10.56 14.45
C -19.37 10.51 14.34
O -18.97 11.84 14.62
S -20.19 12.82 14.83
O -20.58 13.42 13.57
O -19.74 13.67 15.91
O -21.19 11.68 15.29
H -21.39 9.66 14.81
H -21.32 10.79 13.51
H -18.88 10.21 13.40
H -19.10 9.95 15.19
C -24.29 16.96 9.06
C -25.58 16.92 8.37
O -25.22 16.46 6.99
S -23.96 17.35 6.54
O -24.43 18.60 5.96
O -22.97 16.47 5.94
O -23.44 17.62 8.07
H -23.78 15.99 9.16
H -24.13 17.71 9.85
H -26.10 17.84 8.23
H -26.27 16.18 8.75
C -20.99 5.94 6.85
C -20.07 6.25 8.02
O -20.86 6.76 9.25
S -22.35 6.52 8.85
O -23.09 7.60 9.42
O -22.69 5.16 9.02
O -22.17 6.80 7.27
H -21.40 4.96 6.71
H -20.68 6.35 5.93
H -19.25 6.98 7.72
H -19.45 5.41 8.35
C -23.55 12.90 12.92
C -23.28 14.29 12.50
O -24.34 14.64 11.64
S -24.72 13.38 10.79
O -23.74 13.13 9.78
O -26.13 13.35 10.44
O -24.54 12.38 11.96
H -24.09 12.94 13.85
H -22.76 12.13 12.92
H -22.38 14.41 11.97
H -23.21 15.09 13.28
C -20.34 16.08 7.98
C -20.00 17.20 7.02
O -18.59 16.98 6.76
S -18.02 15.62 7.33
O -17.42 15.84 8.56
O -17.40 14.87 6.26
O -19.50 15.04 7.54
H -21.33 15.72 7.85
H -20.05 16.32 8.99
H -20.14 18.18 7.44
H -20.48 16.99 6.07
```

Results
Net charge: 0
Gap between HOMO and LUMO in Ha: 0.407
Energy relative to the best compared isomer or geometry (same formula, charge and spin) in kcal/mol: 40.3
Multiplicity: 1
HOMO energy in eV: -11.00
Electronic energy in a.u.: -9332.74923

Here are the Löwdin charges for atoms 1 to 99, given in e:
1 C -0.12
2 C -0.13
3 O -0.20
4 S 0.53
5 O -0.20
6 O -0.19
7 O -0.18
8 H 0.13
9 H 0.14
10 H 0.11
11 H 0.12
12 C -0.16
13 C -0.09
14 O -0.20
15 S 0.65
16 O -0.22
17 O -0.24
18 O -0.21
19 H 0.14
20 H 0.13
21 H 0.12
22 H 0.16
23 C -0.09
24 C -0.12
25 O -0.20
26 S 0.54
27 O -0.23
28 O -0.19
29 O -0.19
30 H 0.13
31 H 0.11
32 H 0.10
33 H 0.15
34 C -0.07
35 C -0.15
36 O -0.18
37 S 0.61
38 O -0.20
39 O -0.25
40 O -0.22
41 H 0.13
42 H 0.12
43 H 0.13
44 H 0.12
45 C -0.06
46 C -0.08
47 O -0.20
48 S 0.57
49 O -0.23
50 O -0.20
51 O -0.22
52 H 0.07
53 H 0.11
54 H 0.14
55 H 0.12
56 C -0.08
57 C -0.04
58 O -0.20
59 S 0.52
60 O -0.25
61 O -0.19
62 O -0.17
63 H 0.08
64 H 0.09
65 H 0.11
66 H 0.14
67 C -0.12
68 C -0.08
69 O -0.21
70 S 0.57
71 O -0.23
72 O -0.24
73 O -0.21
74 H 0.10
75 H 0.12
76 H 0.12
77 H 0.11
78 C -0.17
79 C -0.13
80 O -0.18
81 S 0.65
82 O -0.24
83 O -0.23
84 O -0.16
85 H 0.11
86 H 0.07
87 H 0.14
88 H 0.12
89 C -0.14
90 C -0.11
91 O -0.20
92 S 0.68
93 O -0.23
94 O -0.26
95 O -0.24
96 H 0.13
97 H 0.15
98 H 0.13
99 H 0.13



# 2
DFT (wB97M-V/def2-TZVPD) results for a cluster of 4 separate species, C24H49BF2INO4 in total at a distorted geometry.

Structure (XYZ):
```
82
Properties=species:S:1:pos:R:3
O -5.53 -0.81 4.33
C -4.79 -1.66 3.98
O -4.49 -2.71 4.86
C -4.17 -1.73 2.57
C -3.67 -0.35 2.03
C -2.17 -0.02 2.38
B -1.09 -0.95 1.68
I 0.59 0.02 0.66
N -1.09 -2.45 1.67
C -0.22 -3.02 0.68
O -0.61 -3.28 -0.37
F 1.06 -3.31 0.98
C -0.87 -3.04 2.95
O -0.62 -4.16 3.04
F -1.02 -2.23 4.03
H -3.58 -2.60 5.20
H -3.42 -2.54 2.57
H -4.99 -2.07 1.89
H -4.29 0.44 2.50
H -3.80 -0.35 0.93
H -1.98 1.01 2.01
H -1.98 0.04 3.48
C -3.59 -6.04 5.81
C -3.91 -5.35 7.13
C -3.55 -6.19 8.35
C -4.31 -7.51 8.48
C -5.83 -7.39 8.51
C -6.35 -6.60 9.70
H -4.17 -6.96 5.68
H -3.82 -5.38 4.97
H -2.52 -6.29 5.75
H -4.97 -5.07 7.15
H -3.34 -4.41 7.17
H -3.72 -5.59 9.25
H -2.48 -6.41 8.33
H -3.98 -8.02 9.39
H -4.03 -8.17 7.65
H -6.26 -8.39 8.55
H -6.20 -6.94 7.58
H -6.03 -7.05 10.64
H -7.44 -6.57 9.70
H -6.00 -5.56 9.69
C 1.38 3.66 -6.10
C 2.15 3.08 -4.93
C 2.26 1.55 -4.97
C 0.93 0.80 -4.89
C 0.09 1.10 -3.65
C 0.77 0.71 -2.35
H 0.34 3.32 -6.11
H 1.37 4.75 -6.04
H 1.84 3.38 -7.05
H 1.70 3.40 -3.99
H 3.17 3.49 -4.94
H 2.92 1.22 -4.16
H 2.77 1.26 -5.90
H 1.14 -0.27 -4.92
H 0.34 1.02 -5.78
H -0.85 0.55 -3.74
H -0.18 2.16 -3.62
H 1.01 -0.35 -2.34
H 0.10 0.91 -1.49
H 1.69 1.28 -2.18
C 3.70 6.70 -6.96
C 4.72 5.61 -6.67
C 5.48 5.82 -5.36
C 6.33 7.10 -5.30
C 7.38 7.23 -6.39
C 8.44 6.13 -6.36
H 4.17 7.68 -7.08
H 3.16 6.48 -7.88
H 2.97 6.77 -6.15
H 5.42 5.53 -7.51
H 4.20 4.65 -6.61
H 6.12 4.95 -5.18
H 4.77 5.84 -4.53
H 6.83 7.13 -4.32
H 5.67 7.97 -5.33
H 7.88 8.20 -6.28
H 6.91 7.25 -7.38
H 8.96 6.12 -5.40
H 9.19 6.30 -7.14
H 8.00 5.15 -6.53
```

Results
SMILES: O=C(O)CCCB(I)N(C(=O)F)C(=O)F.CCCCCC.CCCCCC.CCCCCC
Net charge: 0
Gap between HOMO and LUMO in Ha: 0.351
Multiplicity: 1
HOMO energy in eV: -10.01
Electronic energy in a.u.: -1821.90779

What are the Löwdin partial charges on each atom? They are as follows, in elementary charge units:
1 O 0.15
2 C -0.49
3 O 0.05
4 C -0.09
5 C -0.17
6 C -0.19
7 B -0.69
8 I 1.15
9 N 0.13
10 C -0.61
11 O 0.23
12 F 0.12
13 C -0.51
14 O 0.24
15 F 0.14
16 H 0.10
17 H 0.10
18 H 0.14
19 H 0.12
20 H 0.12
21 H 0.09
22 H 0.12
23 C -0.11
24 C -0.27
25 C -0.23
26 C -0.23
27 C -0.27
28 C -0.11
29 H 0.07
30 H 0.05
31 H 0.08
32 H 0.10
33 H 0.10
34 H 0.10
35 H 0.11
36 H 0.11
37 H 0.10
38 H 0.10
39 H 0.10
40 H 0.07
41 H 0.07
42 H 0.07
43 C -0.11
44 C -0.27
45 C -0.23
46 C -0.23
47 C -0.26
48 C -0.24
49 H 0.07
50 H 0.06
51 H 0.08
52 H 0.10
53 H 0.09
54 H 0.10
55 H 0.11
56 H 0.11
57 H 0.10
58 H 0.11
59 H 0.10
60 H 0.06
61 H -0.08
62 H 0.07
63 C -0.11
64 C -0.27
65 C -0.23
66 C -0.23
67 C -0.27
68 C -0.11
69 H 0.07
70 H 0.07
71 H 0.07
72 H 0.10
73 H 0.08
74 H 0.10
75 H 0.11
76 H 0.11
77 H 0.10
78 H 0.10
79 H 0.10
80 H 0.07
81 H 0.07
82 H 0.06